# C4H12N3S

A gas-phase ion, C4H12N3S (charge -1) in a non-equilibrium geometry (ωB97M-V/def2-TZVPD, OMol25).

Element x y z (Å)
C  1.243  0.458  1.238
N  1.817  -0.600  2.044
C  0.057  0.021  0.358
C  -1.348  0.137  0.992
S  -1.416  -0.619  2.653
N  0.153  0.781  -0.929
C  -0.700  0.208  -1.975
N  -0.085  -0.923  -2.619
H  0.854  1.333  1.775
H  1.953  0.852  0.492
H  1.290  -1.424  1.823
H  1.656  -0.449  3.024
H  0.135  -1.047  0.150
H  -1.681  1.185  1.080
H  -2.118  -0.373  0.421
H  -0.042  1.749  -0.745
H  -1.021  0.928  -2.739
H  -1.669  -0.104  -1.570
H  0.558  -1.332  -1.955
H  0.366  -0.780  -3.517

Results
ΔE to the lowest compared entry with this formula, charge and spin = 165.0 kJ/mol
Gap between HOMO and LUMO = 6.2 eV
Net charge = -1
F_max = 1.54 eV Å⁻¹
Molecular weight = 134.2 g/mol
E_tot = -19648.4570 eV